Density functional theory data (the ωB97M-V functional and the def2-TZVPD basis) for a structure of composition C25H16CaClN3OS at a distorted geometry.

```
! RIJCOSX wB97M-V def2-TZVPD def2/J DEFGRID3
* xyz 0 1
C 1.7391 -2.5058 0.5362
H -0.4708 -0.9512 -4.4763
H 2.6210 -4.4438 0.9060
C -1.8813 3.8040 -0.3221
C -2.8756 4.0209 -2.4954
H -1.2592 0.6747 -3.5697
H 2.2699 -5.1887 -1.4412
H -1.5422 -1.3640 5.1605
Cl -3.8768 4.9293 -3.5908
H 2.2815 0.5880 5.1311
C -3.2644 -1.6347 0.6584
C -2.0403 -1.0342 1.0855
C -1.8976 -1.2150 2.4408
C 0.2247 -1.1718 -2.4643
H -4.9423 -2.7399 1.5757
C 0.0259 -1.5955 -3.7635
H 0.2583 -3.1373 -5.2380
C 2.1579 -3.7965 0.1750
C 1.4103 0.1964 4.6259
C 1.0857 -3.7242 -3.3703
N -0.1944 0.0371 -1.9102
H 1.8958 -2.1516 1.5498
C -0.7802 -0.7549 3.2421
C 1.3260 -3.3422 -2.0344
C 1.2891 0.2883 3.2548
H -3.2092 5.3822 -0.8620
N 1.1538 -1.6731 -0.2918
N 0.2389 -0.1739 2.5737
C -0.7219 -0.8902 4.6392
C -1.1903 2.6136 -0.7016
H 0.4267 -0.5053 6.4033
C 0.3727 -0.4135 5.3261
S -3.2404 -2.0968 3.1740
H -3.5994 -1.6266 -0.3722
C -2.2774 2.8667 -2.9014
H -1.7308 4.1533 0.6911
C 1.9574 -4.2049 -1.1124
Ca -0.2035 0.0738 0.3342
C 0.9149 -2.0653 -1.5725
C -2.6940 4.4856 -1.1809
H -2.4461 2.5085 -3.9102
H 1.4067 -4.6995 -3.7130
C -3.9929 -2.2283 1.6475
H 2.0695 0.7530 2.6587
C 0.4500 -2.8554 -4.2108
C -0.9389 0.8864 -2.5452
C -1.4462 2.1191 -2.0327
O -0.3981 2.0381 0.1179
*
```

Values from the calculation:
HOMO energy: -7.5 eV
orbital gap: 0.2495 Eh